15
Properties=species:S:1:pos:R:3:forces:R:3:mulliken_charge:R:1 method="wB97M-V/def2-TZVPD" smiles="CCNC(C)=O" fmax_ev_per_a=3.014 e_homo_ev=-9.7 lumo_ev=0.894 e_above_lowest_kcal_mol=29.2 energy_ha=-287.78588 multiplicity=1
C 0.8577 0.6908 1.8938 -0.1 -0.1 0.0 -1.017
C 1.1416 0.9120 0.4068 0.0 -0.2 -0.1 -0.388
N 0.3794 -0.0060 -0.4692 -0.5 -0.2 -0.3 -0.151
C -0.9144 0.0881 -0.8375 -0.7 -0.9 -0.6 0.464
C -1.2951 -1.3272 -1.5339 -0.7 0.7 0.0 -0.996
O -1.7128 0.9874 -0.6976 0.4 -0.3 0.0 -0.608
H 1.4566 1.3561 2.5300 -0.1 -0.1 -0.3 0.341
H 1.0918 -0.3416 2.1690 0.0 0.1 0.0 0.280
H -0.1985 0.8779 2.1093 0.1 -0.1 0.0 0.290
H 0.8858 1.9480 0.1364 -0.1 -0.5 -0.1 0.276
H 2.2145 0.8049 0.2066 -0.3 -0.2 -0.1 0.327
H 0.4357 -0.9849 -0.7721 2.7 0.6 1.3 0.273
H -0.5873 -2.1757 -1.7361 0.1 1.2 0.5 0.385
H -1.6916 -1.0667 -2.5090 -0.4 -0.1 0.0 0.273
H -2.0636 -1.7631 -0.8966 -0.3 0.1 -0.2 0.251

82
Properties=species:S:1:pos:R:3:forces:R:3:mulliken_charge:R:1 method="wB97M-V/def2-TZVPD" fmax_ev_per_a=6.919 e_homo_ev=-9.6 lumo_ev=-3.838 energy_ha=-2178.01862 multiplicity=1 charge=+1
N -2.1284 -0.4287 -2.1640 0.6 0.0 -1.3 -0.191
C -2.8503 -1.2553 -1.3920 -2.6 -1.2 1.9 0.081
N -4.2060 -0.8597 -1.0666 3.1 0.1 -0.5 -0.289
C -4.3058 -0.5563 0.4002 -0.9 0.3 1.7 -0.595
C -3.1607 -1.1811 1.2793 -0.3 -0.3 -0.2 -0.654
C -2.4958 -2.4694 0.6629 -1.2 -1.2 1.9 -0.162
N -2.4033 -2.4684 -0.8309 1.6 4.7 -0.3 0.441
C -1.0698 -2.9005 -1.3478 0.5 -1.2 0.0 -0.567
B -1.3207 -3.9123 -2.5927 -0.5 -1.4 -1.8 0.564
O -0.3263 -4.2207 -3.5685 -0.8 0.9 2.6 -0.526
O -2.5674 -4.5795 -2.7352 2.2 1.0 0.3 -0.526
H -2.4347 -0.1063 -3.0881 -0.2 0.1 0.8 0.180
H -1.2538 -0.0029 -1.8392 -0.2 -1.0 -0.3 0.171
H -4.3619 0.0394 -1.5397 0.0 -0.7 0.1 0.331
H -5.3319 -0.8538 0.7776 1.3 0.1 -0.6 0.358
H -4.2569 0.5682 0.5491 0.0 -1.3 -0.3 0.296
H -3.6385 -1.5032 2.2535 0.8 0.6 -1.0 0.402
H -2.3563 -0.4081 1.4723 -0.9 -0.9 -0.1 0.294
H -3.0839 -3.3998 0.9422 0.6 1.2 -0.3 0.309
H -1.4875 -2.5939 1.1880 -1.1 0.2 -1.3 -0.115
H -0.5856 -3.5322 -0.5360 -0.6 0.7 -0.9 0.292
H -0.3454 -2.0699 -1.5629 -0.8 -0.7 0.2 0.228
H 0.5099 -3.8970 -3.1823 -0.2 -0.2 -0.8 0.302
H -2.4496 -5.3002 -3.3821 -0.2 0.4 0.2 0.320
O 1.0742 1.3241 -4.3364 2.6 0.0 -2.1 -0.839
P 1.1841 2.7823 -4.8232 -5.2 1.3 4.1 0.755
N 1.4020 3.4537 -3.2657 -0.2 0.6 1.5 0.262
C 0.3921 3.7011 -2.2578 -0.3 0.0 -0.1 -1.087
C 2.7021 3.1846 -2.6474 0.5 0.2 -0.7 -1.215
N -0.3937 2.8506 -5.5196 -1.4 -0.3 -1.0 0.158
C -1.5969 3.1131 -4.7570 0.2 0.5 0.2 -0.992
C -0.6655 1.7316 -6.4239 0.3 -0.1 -0.1 -0.922
N 1.4280 4.4469 -5.4591 3.2 -0.8 -3.1 0.040
C 2.7510 4.6236 -6.0664 -0.1 0.0 -0.2 -0.990
C 0.9933 5.6820 -4.8479 -0.1 -0.2 1.0 -0.805
H 0.7601 4.4429 -1.5404 0.2 -0.2 0.0 0.434
H 0.1097 2.7944 -1.7092 -0.1 -0.1 0.2 0.209
H -0.5073 4.1544 -2.6662 0.0 -0.2 -0.2 0.372
H 3.3757 4.0342 -2.8070 0.1 0.0 0.1 0.276
H 3.1775 2.2980 -3.0750 0.0 0.0 0.1 0.367
H 2.6291 3.0130 -1.5717 -0.2 0.0 -0.1 0.422
H -1.6860 2.4585 -3.8782 -0.1 -0.1 0.2 0.181
H -2.4922 2.9748 -5.3697 0.3 -0.2 -0.2 0.423
H -1.6527 4.1558 -4.4398 0.1 -0.1 0.2 0.259
H -0.9648 0.8244 -5.8837 0.1 -0.1 0.0 0.230
H 0.2177 1.4918 -7.0219 -0.1 -0.1 0.1 0.305
H -1.4599 1.9912 -7.1344 0.1 0.1 0.2 0.370
H 3.5281 4.7736 -5.3064 0.1 0.1 -0.1 0.319
H 2.7636 5.4740 -6.7536 -0.1 0.0 0.1 0.341
H 3.0200 3.7374 -6.6516 0.0 0.0 0.1 0.344
H 1.6412 5.9964 -4.0202 0.0 0.0 0.1 0.274
H -0.0315 5.6352 -4.4852 0.0 -0.2 0.1 0.176
H 1.0033 6.4811 -5.5958 0.1 -0.3 -0.2 0.346
O -0.0855 -0.4235 4.1185 2.8 1.8 -1.3 -0.814
P 1.1222 -1.1000 4.7967 -4.5 -4.3 3.1 0.722
N 0.8895 -2.6358 4.0789 -0.4 -1.5 -0.5 0.467
C -0.0702 -3.6551 4.4542 -0.1 0.0 0.2 -1.140
C 1.1923 -2.7034 2.6527 0.7 0.5 0.1 -1.598
N 0.5673 -0.8638 6.4104 -0.4 0.7 1.3 0.161
C -0.3773 -1.7452 7.0729 0.1 -0.6 -0.1 -0.993
C 0.1620 0.5190 6.6759 0.1 0.3 -0.2 -1.009
N 2.6349 -1.7524 5.5187 2.9 3.2 -1.4 0.072
C 3.8361 -1.2548 4.8416 0.0 0.1 0.1 -0.991
C 2.8569 -3.0963 5.9999 -0.7 -0.6 -0.5 -0.797
H 0.2530 -4.6278 4.0657 0.0 0.2 -0.2 0.439
H -1.0787 -3.4458 4.0795 -0.2 -0.1 0.0 0.238
H -0.1239 -3.8062 5.5285 0.0 0.2 0.0 0.374
H 2.2061 -3.0923 2.5022 0.0 -0.1 -0.2 0.272
H 1.1409 -1.7163 2.1826 0.0 0.0 0.0 0.446
H 0.5021 -3.3488 2.1031 -0.1 -0.1 0.2 0.507
H -1.2769 -1.9209 6.4715 -0.2 -0.1 0.1 0.319
H -0.6937 -1.3342 8.0352 0.1 0.3 -0.2 0.382
H 0.0798 -2.7023 7.3320 -0.1 -0.1 -0.2 0.216
H -0.8520 0.7303 6.3174 0.0 0.1 0.0 0.306
H 0.8448 1.2238 6.1924 -0.1 0.0 0.0 0.328
H 0.2029 0.7352 7.7503 0.0 -0.3 -0.1 0.353
H 4.0236 -1.7921 3.9027 0.2 0.0 0.0 0.308
H 4.7196 -1.3450 5.4796 -0.1 -0.1 0.0 0.346
H 3.7229 -0.1914 4.6033 0.0 0.0 0.0 0.336
H 3.0375 -3.8128 5.1885 0.0 -0.1 0.0 0.268
H 2.0361 -3.4663 6.6106 -0.2 0.1 -0.1 0.175
H 3.7360 -3.1086 6.6519 0.0 0.4 -0.1 0.345

55
Properties=species:S:1:pos:R:3:forces:R:3:mulliken_charge:R:1 method="wB97M-V/def2-TZVPD" fmax_ev_per_a=0.565 e_homo_ev=-17.3 lumo_ev=-11.187 energy_ha=-1278.86512 multiplicity=1 charge=+3
Rh 1.5736 0.1220 -1.6629 -0.1 -0.4 -0.3 0.257
C 4.3972 -0.5804 0.1444 0.0 0.0 0.0 -1.556
C 3.7848 0.0377 -1.0608 0.0 0.0 0.0 1.207
C 3.3386 1.3944 -1.0581 0.0 0.2 -0.1 -0.198
C 2.7586 1.9695 -2.1955 -0.1 0.1 0.2 -0.575
C 2.5228 1.1933 -3.3676 0.2 -0.1 -0.1 -0.595
C 2.9557 -0.1367 -3.3906 0.0 0.0 0.0 -0.604
C 3.5584 -0.7107 -2.2336 -0.1 -0.1 0.0 -0.435
H 4.1086 -1.6250 0.2497 0.0 0.0 0.0 0.427
H 4.1490 -0.0340 1.0507 0.0 0.0 0.0 0.304
H 5.4852 -0.5509 0.0209 0.0 0.0 0.0 0.389
H 3.4369 1.9815 -0.1541 0.0 0.0 0.0 0.634
H 2.4331 3.0022 -2.1578 -0.1 0.0 0.0 0.584
H 2.0048 1.6176 -4.2178 0.0 0.0 0.0 0.586
H 2.7445 -0.7706 -4.2430 0.0 0.0 0.0 0.553
H 3.7995 -1.7676 -2.2344 0.0 0.0 0.0 0.587
C -1.9487 -2.6659 -3.2246 0.0 -0.1 0.0 -0.937
N -1.8239 -1.2483 -2.8161 0.2 0.0 0.1 0.213
C -2.8795 -0.3781 -2.8895 -0.1 0.2 0.0 -0.274
C -2.7708 0.9198 -2.5237 0.0 -0.1 0.0 -0.999
C -1.5123 1.3956 -2.0542 0.0 0.0 0.0 0.757
N -0.4780 0.5271 -2.0393 0.0 0.1 0.0 0.332
C -0.6483 -0.7581 -2.3975 -0.3 0.1 -0.1 0.475
O 0.4158 -1.4485 -2.2812 0.1 -0.1 0.0 -0.609
N -1.3350 2.6386 -1.6500 0.0 0.0 0.0 -0.334
H -2.9700 -2.9849 -3.0379 0.0 0.0 0.0 0.380
H -1.2622 -3.2653 -2.6338 0.0 0.0 0.0 0.359
H -1.7128 -2.7646 -4.2820 0.0 0.0 0.0 0.351
H -3.8071 -0.7998 -3.2543 0.0 0.0 0.0 0.482
H -3.6227 1.5806 -2.5844 0.0 0.0 0.0 0.471
H -2.0977 3.3004 -1.6672 0.0 0.0 0.0 0.259
H -0.4556 2.9514 -1.2716 0.0 0.0 0.0 0.135
C -2.2963 0.5353 5.7545 0.0 0.0 0.0 -1.557
C -1.7112 0.2676 4.4150 0.1 0.1 0.0 0.528
C -2.3689 -0.5954 3.5266 0.0 0.0 0.0 -0.872
C -1.8550 -0.8864 2.2913 0.0 0.0 0.0 0.988
C -2.6028 -1.8453 1.4069 0.0 0.0 0.0 -1.652
C -0.6016 -0.2846 1.9024 0.0 -0.1 0.0 0.395
C -0.0883 -0.6457 0.6616 0.1 -0.3 0.0 -0.019
O 1.0744 -0.3322 0.2175 0.0 0.5 0.3 -0.650
C 0.0764 0.6055 2.8077 0.0 0.0 0.0 0.613
C 1.3831 1.2632 2.4790 0.0 0.0 0.0 -0.946
C -0.4986 0.8617 4.0251 -0.1 -0.1 0.1 -1.005
H -3.3260 0.8857 5.6557 0.0 0.0 0.0 0.398
H -1.7222 1.2631 6.3210 0.0 0.0 0.0 0.386
H -2.3443 -0.3961 6.3254 0.0 0.0 0.0 0.375
H -3.3038 -1.0451 3.8359 0.0 0.0 0.0 0.483
H -3.5715 -2.0742 1.8433 0.0 0.0 0.0 0.431
H -2.0637 -2.7884 1.2990 0.0 0.0 0.0 0.409
H -2.7856 -1.4367 0.4099 0.0 0.0 0.0 0.266
H -0.6856 -1.3186 0.0415 0.0 0.1 0.0 0.680
H 2.1640 0.5185 2.3261 0.0 0.0 0.0 0.112
H 1.6841 1.9212 3.2904 0.0 0.0 0.0 0.482
H 1.3054 1.8558 1.5625 0.0 0.0 0.0 0.161
H -0.0042 1.5286 4.7195 0.0 0.0 0.0 0.369

11
Properties=species:S:1:pos:R:3:forces:R:3:mulliken_charge:R:1 method="wB97M-V/def2-TZVPD" smiles="[H]/N=C1/COCO1" fmax_ev_per_a=3.426 e_homo_ev=-9.8 lumo_ev=0.835 e_above_lowest_kcal_mol=74.2 energy_ha=-322.45603 multiplicity=1
H 2.6285 -0.8203 -0.4829 0.1 0.5 -0.8 0.241
N 1.7020 -1.1978 -0.6151 0.1 0.2 0.7 -0.662
C 0.7249 -0.4469 -0.3584 -0.1 0.1 -2.2 0.410
C -0.5106 -0.8836 0.2704 1.3 0.1 1.8 -0.196
O -1.5039 0.0470 0.0526 0.2 0.3 0.0 -0.360
C -0.7881 1.2633 -0.0496 -0.3 0.0 0.2 -0.120
O 0.5358 0.9398 -0.4662 0.6 -0.4 -0.1 -0.345
H -0.9167 -1.8959 0.2977 0.7 0.3 0.0 0.365
H 0.3411 -0.5998 1.1683 -3.2 -1.0 0.5 0.179
H -1.2733 1.9089 -0.7882 0.2 -0.1 0.1 0.227
H -0.8026 1.7193 0.9525 0.4 0.1 -0.2 0.261